The following is a quantum chemistry calculation of a molecular structure, C37H62BrN12O2Ti in a non-equilibrium geometry, from the OMol25 dataset.

```
115
Properties=species:S:1:pos:R:3
C 1.77 -2.18 7.38
C 0.32 -2.59 -3.77
H -2.70 2.08 -1.44
N 0.03 -2.74 -1.34
H -3.50 1.59 0.51
C -2.26 0.21 1.87
C 5.65 1.91 -0.83
C -3.11 -2.98 -1.57
H 0.73 2.48 -4.15
H -1.73 4.39 3.84
H -3.34 0.33 1.94
H -0.40 4.11 0.01
C 1.74 -1.28 5.15
H 2.89 1.17 -3.32
H -3.09 -3.28 1.19
N -2.23 0.00 -1.24
C -0.51 -2.64 -4.88
C -0.36 3.14 -1.86
H 0.72 5.05 1.94
H 6.07 2.37 -1.73
H 0.50 -3.63 -1.42
C 1.30 -3.39 6.92
C -4.49 1.26 0.21
N -4.42 -0.06 -0.40
N -0.44 2.01 0.37
N 4.20 2.20 -0.83
H -4.71 -3.09 0.54
H 0.71 0.73 -3.97
H 3.02 -1.79 0.54
H -5.12 1.21 1.10
O -1.76 -2.08 -4.78
H -0.88 2.21 4.18
H 4.28 -1.61 -0.69
H -1.38 3.50 -1.97
C 0.59 4.05 2.37
C 1.60 -3.12 -3.84
C -1.57 1.38 -3.09
C 0.82 -2.08 2.15
C 3.88 3.61 -1.01
H 2.59 -1.22 -1.09
H 6.14 2.34 0.04
C 2.17 1.75 -2.74
H 5.83 0.85 -0.88
C -2.61 1.18 -2.05
N 0.21 -2.02 -0.18
C 0.03 3.20 -0.40
H 4.11 3.95 -2.02
H 1.33 3.38 1.93
H -4.93 2.00 -0.47
N 3.57 0.19 0.14
H -2.00 0.00 0.85
C 0.94 -2.80 3.27
Br 1.09 -0.22 2.04
H 5.46 -0.04 1.09
C 0.48 -2.68 0.87
N -0.28 1.76 -2.44
C 0.82 1.66 -3.44
H 1.13 -4.22 7.60
H 1.95 -0.46 4.49
H -0.72 -3.30 -6.91
C -3.26 -0.67 -0.73
H 4.03 -0.26 2.11
C 1.25 -2.51 4.66
C -5.72 -0.74 -0.54
H -2.93 -2.47 -2.52
H 0.73 -3.86 3.09
H 2.25 -3.07 -2.97
C 1.21 -3.78 -6.11
H 0.69 -4.51 5.20
H -1.96 -0.63 2.50
Ti 0.23 0.38 -0.88
H 2.84 3.80 -0.79
H 1.98 -2.05 8.44
H 0.28 3.81 -2.42
H -1.86 5.31 2.34
H 4.49 4.19 -0.32
N 2.11 1.21 -1.35
C 4.46 0.33 1.29
H 0.50 -3.77 0.84
H -1.40 0.46 -3.65
H 0.79 4.11 3.44
H 1.10 3.28 -0.30
H 3.06 -4.14 -5.05
C -0.07 -3.25 -6.05
C -0.16 -1.95 -2.51
C -1.65 1.54 3.82
H -4.08 -3.49 -1.65
H -5.60 -1.66 -1.12
H -1.85 2.16 -3.80
H -2.35 -3.73 -1.40
N -1.60 1.42 2.35
H 1.55 -4.25 -7.02
C -1.84 4.31 2.76
H -3.57 1.04 -2.54
C 3.35 -1.19 -0.31
H 4.51 1.37 1.60
C -0.95 2.30 1.59
C -3.77 -2.57 0.75
H -2.23 -2.21 -5.61
O 0.52 -0.71 -2.19
H -6.40 -0.09 -1.08
H 2.52 2.77 -2.75
H -2.80 3.84 2.54
H -3.97 -1.78 1.47
H -6.16 -0.98 0.43
N -3.18 -2.01 -0.47
C 1.05 -3.56 5.56
H -1.20 -1.68 -2.62
H -2.62 1.87 4.17
H -1.45 0.55 4.24
N -0.76 3.55 2.13
C 2.00 -1.13 6.50
H 2.39 -0.19 6.87
C 3.29 1.23 -0.68
C 2.06 -3.72 -5.00
```

Computed properties:
Spin multiplicity   1
HOMO   -0.554 hartree
E_tot   -154486.4165 eV
Energy relative to the best compared isomer or geometry (same formula, charge and spin)   1.5321 eV
LUMO   -8.8464 eV
Total charge   +3